Version P
The following is a DFT calculation (ωB97M-V with the def2-TZVPD basis set) of 2 unconnected molecules or ions with the total composition C5H12N2O2.

Highest occupied orbital energy   -7.280 eV
HOMO-LUMO gap   7.97 eV
Structure (SMILES)   NC(N)=C(O)O.C=CC
E_LUMO   0.69 eV

Cartesian coordinates (Å):
C -1.28 -1.68 0.64
C 0.13 -1.75 0.16
C 0.49 -1.91 -1.10
H 0.89 -1.68 0.93
H -1.98 -1.81 -0.18
H -1.47 -0.73 1.12
H -1.46 -2.47 1.38
H -0.25 -2.00 -1.88
H 1.51 -1.96 -1.41
C 0.22 1.45 0.87
C 0.30 1.30 -0.46
N -0.81 1.40 -1.30
N 1.52 1.02 -1.10
O -1.00 1.55 1.52
O 1.34 1.48 1.68
H 1.34 0.70 2.27
H -0.96 2.31 2.14
H 2.31 1.20 -0.49
H 1.61 1.52 -1.97
H -0.78 0.71 -2.04
H -1.67 1.34 -0.77

---

Version Q
The following is a DFT calculation (ωB97M-V with the def2-TZVPD basis set) of C5H12N2O2 in the gas phase.

Highest occupied orbital energy   -8.535 eV
HOMO-LUMO gap   9.36 eV
Structure (SMILES)   CNCCNCC(=O)O
E_LUMO   0.82 eV

Cartesian coordinates (Å):
C 0.88 1.26 0.41
C -0.13 1.17 1.55
C -0.79 -1.21 -0.34
C -1.42 -0.81 1.00
C 1.08 -0.74 -1.83
N 0.54 -0.65 -0.48
N -1.44 0.61 1.25
O 0.41 2.01 -0.62
O 2.08 1.04 0.58
H 1.15 2.20 -1.22
H 1.29 -0.92 0.23
H -1.84 1.11 0.46
H 0.32 0.59 2.36
H -0.28 2.20 1.92
H -1.40 -0.80 -1.15
H -0.79 -2.31 -0.45
H -0.87 -1.29 1.82
H -2.45 -1.18 1.02
H 0.45 -0.14 -2.50
H 1.11 -1.78 -2.19
H 2.09 -0.35 -1.83

---

Version R
The following is a DFT calculation (ωB97M-V with the def2-TZVPD basis set) of a molecular structure, C5H12N2O2.

Highest occupied orbital energy   -9.196 eV
HOMO-LUMO gap   9.86 eV
E_LUMO   0.67 eV

Cartesian coordinates (Å):
C 0.88 2.25 -0.39
C 1.97 -1.20 -0.01
C 0.74 -0.63 0.64
O 0.59 0.95 -0.86
O 0.74 -0.20 1.78
H 0.14 2.96 -0.75
H 1.87 2.55 -0.77
H 0.89 2.27 0.70
H 1.82 -1.36 -1.08
H 2.79 -0.51 0.16
H 2.23 -2.17 0.43
C -1.78 -1.34 0.81
N -0.56 -1.06 0.04
C -1.02 0.54 -0.98
N -1.90 1.37 -0.59
H -0.38 -1.93 -0.47
H -1.75 1.69 0.37
H -1.08 0.12 -1.99
H -1.69 -2.29 1.33
H -2.58 -1.48 0.09
H -1.91 -0.53 1.53

---

Version S
The following is a DFT calculation (ωB97M-V with the def2-TZVPD basis set) of 2 unconnected molecules or ions with the total composition C5H12N2O2.

Highest occupied orbital energy   -8.445 eV
HOMO-LUMO gap   8.81 eV
Structure (SMILES)   CNC(N)=O.CC(C)=O
E_LUMO   0.37 eV

Cartesian coordinates (Å):
C -1.56 1.97 -0.55
N -0.34 1.68 0.17
C 0.74 0.89 -0.44
N 1.94 1.11 0.22
O 0.71 0.63 -1.64
H -0.13 2.20 1.01
H 2.76 0.80 -0.27
H 1.96 1.32 1.21
H -1.72 3.04 -0.63
H -1.48 1.54 -1.55
H -2.40 1.50 -0.03
C 0.95 -1.82 1.04
C -0.90 -1.74 -0.70
C -0.24 -1.08 0.48
O -0.93 -0.34 1.24
H 1.33 -1.33 1.94
H 1.73 -1.86 0.28
H 0.68 -2.85 1.29
H -1.85 -1.27 -0.94
H -1.01 -2.81 -0.56
H -0.25 -1.59 -1.57

---

We find version Q to be the most stable, with the next structure 56.3 kJ/mol higher.

---

Version P
The following is a DFT calculation (ωB97M-V with the def2-TZVPD basis set) of 3 unconnected molecules or ions with the total composition C2H11N2O2.

Charge   +1
Highest occupied orbital energy   -12.635 eV
HOMO-LUMO gap   9.74 eV
E_LUMO   -2.89 eV

Cartesian coordinates (Å):
C 0.38 -0.91 -0.77
C 0.02 -2.19 -0.74
N -0.07 -2.96 -1.86
N -0.16 0.18 0.13
H 0.86 -0.41 -1.49
H -0.30 -2.62 0.22
H -0.07 -3.91 -1.85
H -0.16 -2.47 -2.65
H -0.81 -0.31 0.78
H 0.50 0.65 0.76
H -0.71 0.90 -0.41
H -0.17 3.44 -0.92
H -1.45 3.53 -0.16
O -0.68 2.93 -0.29
H 0.38 1.31 3.59
H 1.58 1.72 2.94
O 0.86 1.12 2.73

---

Version Q
The following is a DFT calculation (ωB97M-V with the def2-TZVPD basis set) of 3 unconnected molecules or ions with the total composition C2H11N2O2.

Charge   +1
Highest occupied orbital energy   -14.661 eV
HOMO-LUMO gap   11.64 eV
E_LUMO   -3.02 eV

Cartesian coordinates (Å):
C -0.75 -0.87 -1.38
N 0.75 0.71 1.61
C 0.63 0.28 0.38
N -0.28 -0.56 -0.03
H -0.08 -0.86 -2.19
H -0.97 -1.84 -1.18
H -1.76 -0.43 -1.52
H 0.23 0.21 2.38
H 1.52 1.41 1.80
H 1.46 0.58 -0.24
H -1.07 -0.57 0.54
H 1.74 0.52 -3.67
H 2.86 1.02 -2.97
O 2.00 0.59 -2.78
H -1.81 -0.08 3.80
H -2.72 -0.08 2.58
O -1.73 -0.01 2.87

---

Version R
The following is a DFT calculation (ωB97M-V with the def2-TZVPD basis set) of 3 unconnected molecules or ions with the total composition C2H11N2O2.

Charge   +1
Highest occupied orbital energy   -14.777 eV
HOMO-LUMO gap   11.20 eV
E_LUMO   -3.58 eV

Cartesian coordinates (Å):
C 0.36 -0.91 1.58
N -0.73 0.85 -1.40
C -0.63 0.00 -0.39
N 0.16 0.20 0.64
H 1.43 -1.14 1.63
H -0.15 -1.80 1.21
H 0.06 -0.64 2.58
H 0.08 1.45 -1.57
H -1.04 0.39 -2.25
H -1.18 -0.93 -0.47
H 0.05 1.12 1.08
H 1.45 -2.95 -1.40
H 0.09 -3.34 -1.95
O 0.52 -2.69 -1.39
H 0.51 3.77 0.95
H -0.89 3.55 0.47
O -0.08 3.07 0.65

---

Version S
The following is a DFT calculation (ωB97M-V with the def2-TZVPD basis set) of 3 unconnected molecules or ions with the total composition C2H11N2O2.

Charge   +1
Highest occupied orbital energy   -14.597 eV
HOMO-LUMO gap   11.55 eV
E_LUMO   -3.05 eV

Cartesian coordinates (Å):
C -1.39 2.23 0.41
N -0.50 1.07 0.25
C 0.49 0.93 1.12
N 0.97 -0.25 1.43
H -1.70 2.70 -0.53
H -2.31 1.86 0.83
H -0.80 3.03 0.88
H -0.78 0.27 -0.30
H 0.85 1.86 1.51
H 0.43 -1.01 1.03
H 1.83 -0.29 1.95
H 1.93 -2.38 -2.54
H 0.93 -1.41 -2.77
O 1.50 -1.67 -2.03
H -1.10 -2.75 -0.29
H 0.11 -2.15 -0.88
O -0.46 -2.05 -0.08

---

We find version S to be the most stable, with the next structure 13.8 kJ/mol higher.

---

Version P
The following is a DFT calculation (ωB97M-V with the def2-TZVPD basis set) of a gas-phase ion, C6H2N (charge +1).

Charge   +1
Highest occupied orbital energy (alpha / beta)   -16.119 / -16.140 eV
HOMO-LUMO gap (alpha / beta)   7.99 / 7.94 eV
Structure (SMILES)   C1#CC2=[N+]=CC2=C1
E_LUMO (alpha / beta)   -8.13 / -8.20 eV

Cartesian coordinates (Å):
C -0.37 0.21 2.30
C -0.42 -1.09 2.56
C -0.55 0.63 1.03
C 0.27 -1.47 -0.39
C -0.75 -1.81 1.46
C -0.66 -0.60 0.32
N 0.34 -2.49 0.37
H -0.56 1.55 0.43
H 0.71 -1.35 -1.27

---

Version Q
The following is a DFT calculation (ωB97M-V with the def2-TZVPD basis set) of a molecular structure, C6H2N.

Charge   +1
Highest occupied orbital energy (alpha / beta)   -16.223 / -16.209 eV
HOMO-LUMO gap (alpha / beta)   8.34 / 8.47 eV
E_LUMO (alpha / beta)   -7.88 / -7.74 eV

Cartesian coordinates (Å):
C 1.17 1.31 0.06
C 0.03 1.81 0.45
C 1.20 0.07 -0.49
C -0.89 -1.09 0.09
C -0.98 0.90 0.11
C -0.16 -0.18 -0.75
N -1.59 -0.20 0.72
H 2.06 -0.53 -0.63
H -0.86 -2.08 0.44

---

We find version Q to be the most stable, with the next structure 111.9 kJ/mol higher.

---

Version P
The following is a DFT calculation (ωB97M-V with the def2-TZVPD basis set) of a molecular structure, C7H16N.

Charge   +1
Highest occupied orbital energy   -14.412 eV
HOMO-LUMO gap   6.87 eV
E_LUMO   -7.55 eV

Cartesian coordinates (Å):
C 2.30 -1.07 0.17
C 1.06 -0.08 0.26
C 0.76 0.31 -1.17
C -0.51 -0.34 -1.66
C -1.74 0.14 -0.92
C -1.87 -0.46 0.44
C -1.91 0.24 1.59
N 1.46 1.05 1.08
H 2.36 -1.53 1.17
H 3.24 -0.54 0.03
H 2.09 -1.90 -0.49
H 0.21 -0.73 0.52
H 0.72 1.40 -1.37
H 1.59 0.14 -1.86
H -0.63 -0.08 -2.72
H -0.49 -1.44 -1.70
H -1.80 1.25 -0.68
H -2.59 -0.11 -1.57
H -1.74 -1.55 0.46
H -1.65 -0.21 2.54
H -1.93 1.33 1.48
H 1.48 0.85 2.09
H -0.50 1.48 0.44
H 0.20 1.23 0.92

---

Version Q
The following is a DFT calculation (ωB97M-V with the def2-TZVPD basis set) of 2 unconnected molecules or ions with the total composition C7H16N.

Charge   +1
Highest occupied orbital energy   -12.994 eV
HOMO-LUMO gap   9.49 eV
E_LUMO   -3.51 eV

Cartesian coordinates (Å):
C -2.78 -0.98 -0.45
C -2.54 0.06 0.26
C -0.06 2.18 0.08
C 0.98 -0.34 1.43
C 0.31 -1.51 -0.44
C 1.98 0.17 -0.62
C -0.35 0.77 -0.35
N 0.68 -0.18 0.00
H -3.66 -1.55 -0.52
H -1.87 -1.37 -1.08
H -2.96 0.76 0.89
H -1.04 2.78 -0.07
H 0.24 2.17 1.20
H 0.68 2.53 -0.53
H 0.01 -0.75 1.89
H 1.83 -1.14 1.56
H 1.40 0.59 1.72
H -0.51 -1.86 0.16
H 0.14 -1.63 -1.48
H 1.07 -2.15 -0.04
H 2.46 1.09 -0.08
H 2.75 -0.63 -0.48
H 1.75 0.36 -1.68
H -0.51 0.62 -1.37

---

We find version Q to be the most stable, with the next structure 182.4 kJ/mol higher.